(1)
The following is a DFT calculation (the ωB97M-V functional and the def2-TZVPD basis) of 6 unconnected molecules or ions with the total composition C27H42N6O10.

XYZ file:
```
85
Properties=species:S:1:pos:R:3:forces:R:3
N -2.94460 -4.00499 -0.04719 -3.486 -4.810 2.159
H -5.53260 -1.83499 -0.36819 0.140 0.166 0.787
H -3.82460 -1.37499 1.91981 0.769 0.543 -0.728
H -3.07760 6.69201 -1.48419 0.165 -1.489 0.642
O -3.93160 3.21501 -2.78819 -1.743 -0.385 -2.189
C 2.08940 2.19901 3.07681 -1.570 -4.164 3.360
H 0.26040 -4.50599 0.36081 9.943 0.532 -3.423
H -5.30660 -3.25699 -1.24819 1.493 0.573 1.163
H -2.48960 -5.59599 -2.26919 1.546 0.384 0.945
H -0.81160 -0.96099 -1.51319 -1.110 0.027 0.091
H 0.90840 2.15201 3.08081 1.960 -0.777 -0.150
C -1.68460 -5.61099 -1.44519 -4.947 -0.372 0.438
N 4.12540 2.31401 -4.52419 -2.267 -0.770 -4.369
C -3.23760 5.71601 -2.02919 0.650 1.327 1.643
O -1.46160 1.28801 0.52481 0.445 -0.014 -0.685
C 0.71740 2.82701 -2.60019 2.090 -0.268 0.728
C -3.04260 -1.59499 -0.84819 4.570 2.089 3.602
H 1.52540 5.11501 2.82781 -1.016 2.899 2.144
C 2.52840 2.41801 -0.80819 4.114 -0.434 -4.371
H -0.75360 -5.45299 -1.73919 4.237 -0.698 -2.610
N 5.15640 -3.67499 0.13081 1.438 -0.728 -0.631
H -4.29160 5.76801 -2.22119 -0.425 -0.670 -0.491
C -1.63460 -4.30599 -0.62619 0.709 0.415 1.491
H -2.25960 3.84401 0.54481 -1.918 -5.421 3.830
H -4.12860 -2.79199 2.16181 -5.052 -4.830 3.480
O -0.85960 0.04801 2.23681 0.418 -0.077 -1.369
H 3.09740 -1.49899 -0.12119 0.816 3.021 -5.075
H -5.64760 -3.52599 0.41581 1.120 1.650 -0.330
H -2.12260 5.37501 0.52681 0.142 0.152 -1.254
H -2.48160 -2.40299 2.19581 1.072 -0.270 -0.011
C -1.96160 4.47301 -0.10819 -1.837 5.481 -3.586
H 2.80540 2.26601 0.22181 0.370 -0.137 0.025
H 0.56840 -2.34499 3.37481 3.237 -0.508 -1.881
C 3.12940 2.58901 -3.48819 -1.395 -1.173 6.573
C 1.61040 -2.56899 2.73081 0.874 -1.886 -1.615
H -0.98660 4.38001 -0.36119 3.125 -0.286 -0.514
O 2.87140 1.33001 3.62881 -2.529 3.071 -2.474
O 3.71640 2.03801 -5.74219 0.418 1.014 4.085
C -0.60760 -4.50799 0.62481 -11.664 3.453 2.466
N -2.78960 4.45401 -1.37519 1.382 6.281 2.982
H -2.63860 5.95201 -2.87119 0.225 -0.449 -1.426
H -0.91660 -3.61199 1.25781 1.315 -1.080 -0.508
O -1.60160 2.00401 2.56981 0.276 0.896 -0.821
H 4.37540 2.85601 2.22581 -0.213 1.156 -0.776
C -3.41760 -2.37399 1.70281 2.966 4.858 -4.253
H 4.37540 -4.81999 2.50981 0.027 -0.040 -0.330
C 1.95740 -1.76699 1.53481 0.904 -1.226 2.392
C 1.25440 2.59201 -1.14419 -0.834 1.286 -6.135
H 4.03540 4.71101 2.44581 0.133 1.257 -1.358
C 1.62240 4.40901 2.12181 -3.749 -3.343 -5.143
C -3.21760 3.36101 -1.84219 0.122 -3.313 -0.156
H -1.83960 -6.62099 -0.96719 0.438 1.537 0.226
H 1.38540 2.67901 -4.86219 0.101 0.856 2.932
H 4.47140 3.61201 3.72681 -2.570 0.223 -1.918
C 3.22540 -2.05299 0.65981 -2.844 -4.836 7.896
C 2.44740 -3.84999 2.98481 1.602 5.446 -4.139
C -1.08860 -3.00899 -1.33919 -1.107 -1.180 -3.595
O 5.28440 2.33601 -4.26619 0.936 0.136 0.933
H 0.56140 2.57601 -0.41919 -2.680 -0.061 2.445
C -3.56860 -2.61099 0.14081 -0.471 -0.857 0.529
O -3.65260 -5.01599 0.37281 3.736 5.182 -2.190
O 5.17440 -3.43199 -1.07819 -0.913 0.446 1.472
H 0.60740 3.86901 1.72881 1.694 1.449 1.829
C 3.71140 -4.02799 2.19181 -2.653 1.639 0.251
H -0.03460 -3.03399 -1.53519 0.710 -0.853 0.261
C -5.02960 -2.79099 -0.22419 -3.058 -2.313 -0.902
C 3.61240 2.32901 -1.97819 -5.909 1.479 -2.210
N -1.26860 1.14301 1.73581 -1.067 -1.071 2.620
O 6.02940 -4.37199 0.64981 -1.000 0.643 0.106
C -1.41260 -1.64699 -0.88619 -2.207 0.418 1.223
H 1.21840 -0.86199 1.51581 1.781 -1.400 -0.938
H 1.84340 4.84601 1.08181 0.960 -0.653 1.644
H -3.52560 -1.64599 -1.73219 -1.218 -0.568 -3.157
C 3.80740 3.71501 2.65581 3.844 -3.031 3.878
H -1.54060 -2.91799 -2.40619 0.682 -1.084 1.308
N 2.42640 3.38201 2.66881 2.940 1.826 -1.054
H -0.80260 -5.34199 1.18781 -0.879 -2.248 1.131
H 2.17440 -4.36699 3.84181 0.050 -1.410 1.238
C 4.07040 -3.19199 1.01581 -3.498 0.987 1.250
H 4.54840 1.95001 -1.68619 1.304 -0.044 -0.235
H -3.26960 -0.59499 -0.43719 -0.134 -0.418 0.022
H -0.39860 3.02301 -2.80219 1.985 -0.535 0.512
H -2.77660 2.54601 -1.30419 0.156 -1.285 0.598
C 1.63540 2.80601 -3.69619 1.693 -1.467 -0.841
H -1.09460 -1.42299 0.12181 0.142 0.136 0.512
```
Positions in Å, forces in eV/Å.

E_tot ... -58069.481 eV
Energy relative to the best compared isomer or geometry (same formula, charge and spin) ... 6.67 kJ/mol
Highest occupied orbital energy ... -8.55 eV
LUMO ... -4.17 eV
Charge ... 0


(2)
The following is a DFT calculation (the ωB97M-V functional and the def2-TZVPD basis) of 2 unconnected molecules or ions with the total composition C20H37Cl3F3NO6S.

XYZ file:
```
71
Properties=species:S:1:pos:R:3:forces:R:3
H -4.81496 -4.59491 -3.10051 0.030 0.009 0.073
C -2.37475 -2.26514 3.44316 0.075 -0.085 -0.011
H 0.38308 -1.58930 2.91435 -0.071 0.040 -0.031
O -1.20525 0.06406 4.81509 0.093 -0.191 0.093
Cl -1.50275 -1.01320 7.37698 -0.007 0.018 0.198
H -1.15309 -3.38738 4.88948 -0.020 0.074 0.003
H -2.66238 -5.64259 -1.96129 0.057 0.034 -0.047
H 0.17711 2.80609 1.04034 -0.022 -0.076 -0.001
H 2.86280 -1.30726 -1.95219 -0.004 0.083 0.030
H -4.54264 -4.46509 -1.34206 -0.013 0.060 -0.048
H 0.60782 -0.73277 -2.21419 -0.071 -0.135 0.180
O 3.24610 5.35842 0.10391 -0.080 -0.114 0.015
C -1.81131 -2.51701 4.84542 -0.169 -0.053 -0.075
H 1.38555 6.74141 -2.73933 0.043 0.037 0.022
H 0.79674 5.43724 -3.77076 0.010 -0.005 -0.003
F 2.54228 7.78486 -0.99842 -0.009 -0.064 -0.013
H 5.07710 5.68139 -0.79228 -0.045 -0.050 0.013
O 3.76341 5.08838 -2.17903 -0.100 0.589 -0.165
Cl -0.34623 2.74974 -1.59939 -0.149 0.383 -0.133
N 2.29430 -1.30987 -1.10419 0.008 -0.178 -0.049
C 3.80680 7.32780 -1.09683 0.039 0.073 -0.012
C 3.96777 5.79119 -0.87367 0.153 -0.220 0.198
C -1.14234 0.39495 -0.55476 0.469 0.242 -0.016
C 0.26486 -0.15276 -0.10332 0.166 -0.040 -0.187
C -4.39733 -3.96405 -2.30722 -0.021 -0.036 0.058
H -0.81718 -0.50597 2.28997 0.018 -0.060 -0.052
H -0.17923 -3.08307 -2.05992 -0.027 0.092 0.084
C 0.52156 -2.73277 -0.04456 0.009 0.101 0.010
C 1.69420 5.88210 -3.32934 0.153 0.080 0.023
H -1.29539 -2.13596 -1.11344 -0.016 -0.036 0.011
C -1.40616 -2.57539 2.29692 0.110 0.153 0.103
H -2.71911 -1.23005 3.37050 -0.034 -0.083 0.009
H -1.40189 -4.83488 -2.91820 -0.033 -0.065 0.096
H 2.88511 -0.91356 -0.37250 -0.025 0.039 0.002
C 1.15748 -0.30815 -1.37022 -0.165 0.226 0.003
H -4.93030 -3.01351 -2.28968 0.028 -0.056 -0.034
C -1.44180 -4.25816 -0.83094 -0.012 0.052 -0.108
C 1.89038 -2.71454 -0.73495 0.175 -0.218 0.127
C -1.27036 1.92050 -0.33299 -0.097 -0.213 0.399
F 4.28058 7.78044 -2.28623 -0.004 -0.056 0.020
C -0.61815 -2.98540 -1.05674 0.048 -0.073 -0.205
H -0.90297 -3.52529 2.51814 -0.129 -0.016 -0.187
C 0.45070 -1.42736 0.78754 -0.006 -0.063 0.139
O -3.03109 -3.68626 -2.54543 0.021 0.090 -0.029
H 2.34104 6.23457 -4.13531 -0.029 -0.024 -0.022
C 2.42058 4.83523 -2.48845 -0.124 -0.659 -0.037
S -0.82384 -1.15069 5.46826 0.070 0.104 -0.148
H 2.43696 3.89842 -3.06817 -0.083 0.000 0.010
C -0.83058 2.38614 1.05979 0.041 0.126 -0.022
H 2.66851 -3.08359 -0.06488 -0.030 0.053 -0.030
H 1.47339 -1.30401 1.17374 -0.031 0.059 -0.142
H -1.99222 -2.69697 1.39012 0.035 -0.019 -0.002
H 2.18376 1.37639 -1.19486 -0.343 0.164 -0.017
H -1.48923 3.17627 1.41852 0.043 -0.038 -0.028
H -0.85785 1.56887 1.78539 -0.122 0.088 -0.013
F 4.51667 7.98940 -0.14809 -0.026 -0.017 -0.024
H -1.28283 0.18804 -1.61609 -0.054 0.021 0.065
H 1.87268 4.63848 -1.55829 0.018 0.098 -0.010
C -0.35396 -1.47709 2.11277 0.012 0.070 0.094
H 0.58453 -3.57554 0.65173 -0.157 0.082 -0.022
H 1.92049 -3.32267 -1.63915 -0.077 0.110 0.007
H -3.25918 -2.90026 3.34652 0.069 -0.004 0.020
H 0.72125 0.66114 0.47189 -0.042 -0.076 -0.010
H -2.31244 2.19609 -0.48160 0.057 -0.146 -0.167
Cl -2.58244 -0.32806 0.23222 0.037 -0.165 0.100
H -2.61256 -2.66058 5.56773 0.012 0.084 -0.025
C -2.13519 -4.69393 -2.11456 -0.070 0.034 -0.053
O 0.54654 -1.55193 5.54746 -0.093 0.081 -0.090
H -2.22276 -4.07538 -0.08822 0.150 -0.149 0.099
H -0.79682 -5.07164 -0.47798 -0.084 0.036 0.033
O 1.77641 0.80641 -1.86771 0.443 -0.199 -0.068
```
Positions in Å, forces in eV/Å.

E_tot ... -91666.151 eV
Highest occupied orbital energy ... -5.66 eV
LUMO ... -1.14 eV
Charge ... 0


- LUMO of number 1 (C27H42N6O10)?
  -4.17 eV


- Look up the E_tot of the first one.
  -58069.481 eV


- Which formula does entry 1 have?
  C27H42N6O10


- Which of these has the lowest LUMO?
  C27H42N6O10